{
  "formula": "C2H3N3OS",
  "method": "wB97M-V/def2-TZVPD",
  "charge": 0,
  "e_lumo_ev": 0.12,
  "e_above_lowest_kj_mol": 190.1,
  "e_tot_ha": -715.62382,
  "molar_mass_g_mol": 117.1,
  "gap_ha": 0.2991,
  "species": ["O", "C", "N", "C", "S", "N", "N", "H", "H", "H"],
  "coordinates": [[1.528391, 1.336815, 0.896748], [0.738582, 0.564075, 0.089200], [0.181737, 0.658916, -1.132280], [-0.846965, -0.300823, -1.217978], [-1.552651, -0.816948, -2.553098], [-1.024871, -0.808551, 0.176245], [0.084629, -0.410924, 0.811611], [1.991521, 2.106121, 0.484849], [-1.414626, -1.807228, 0.415186], [0.314253, -0.521452, 2.029515]],
  "forces_ev_per_a": [[0.2, -0.1, -1.6], [-3.2, -0.8, 0.5], [1.0, 0.1, 1.7], [1.8, 0.3, 3.1], [-1.0, -0.5, -0.8], [-1.9, -2.0, -2.2], [4.0, 0.8, 5.9], [-0.8, -1.1, -0.2], [1.3, 2.6, -1.1], [-1.5, 0.6, -5.2]],
  "mulliken_charge": [-0.4887, 0.5585, -0.5002, 0.2059, -0.3854, -0.2205, -0.2170, 0.3696, 0.3041, 0.3737]
}